The following is a DFT calculation (ωB97M-V/def2-TZVPD) of 8 unconnected molecules or ions with the total composition C40H65BIN4O19.

Lowest unoccupied orbital energy in eV: -3.05
Gap between HOMO and LUMO in eV: 8.03
Multiplicity: 1
Total charge: +1

Bonds (Å) are listed after each position.
Geometry (Å):
1 I -5.175 1.701 -3.803  C36 2.233
2 O -1.518 1.159 -5.194  C33 1.220
3 O 2.740 1.690 8.092  C32 1.427, C47 1.365
4 O 3.775 -4.946 2.027  C41 1.220
5 O 1.059 1.509 2.156  C37 1.365, C51 1.427
6 O 8.592 -1.601 -2.678  C28 1.220
7 O 2.406 -4.873 0.197  C41 1.365, C61 1.427
8 O 4.105 3.388 -2.126  C64 1.220
9 O 2.082 5.922 10.501  C25 1.220
10 O -8.595 -2.384 -1.287  C34 1.477, C56 1.492
11 O -7.914 -4.458 -4.103  B65 1.501, H91 1.002
12 O 2.669 7.072 8.613  C25 1.365, C58 1.427
13 O 1.831 3.633 -2.140  C53 1.427, C64 1.365
14 O -6.445 -5.324 -2.213  C57 1.475, B65 1.476
15 O 3.383 2.275 5.977  C47 1.220
16 O -0.931 2.309 -7.082  C33 1.365, C40 1.427
17 O -6.907 -1.333 -2.656  C56 1.350
18 O 7.173 -0.123 -1.663  C28 1.365, C35 1.427
19 O 1.695 -0.214 0.792  C37 1.220
20 O -5.807 -5.877 -4.640  B65 1.476, H98 1.012
21 N -4.459 -3.653 -2.750  N23 1.391, C57 1.543
22 N -2.476 -1.085 0.649  C43 1.544, C63 1.511, H106 1.058
23 N -3.635 -2.875 -1.945  N21 1.391, C42 1.512, C44 1.511
24 N -5.126 -3.952 -0.324  C44 1.516, C48 1.513, C57 1.532
25 C 2.069 6.047 9.288  O9 1.220, O12 1.365, C38 1.499
26 C 4.413 -3.656 0.083  C41 1.499, C49 1.508, H97 1.094, H125 1.092
27 C 2.848 2.956 -4.148  C45 1.508, C64 1.499, H84 1.092, H129 1.094
28 C 8.072 -0.499 -2.619  O6 1.220, O18 1.365, C30 1.499
29 C 7.745 1.805 -2.843  C30 1.508, C35 1.506, H108 1.093, H124 1.097
30 C 8.286 0.616 -3.597  C28 1.499, C29 1.508, H83 1.094, H120 1.092
31 C -7.240 -3.738 1.279  C48 1.639, C62 1.653, H70 1.189, H130 1.187
32 C 3.190 0.745 9.062  O3 1.427, C60 1.506, H66 1.094, H89 1.095
33 C -1.531 1.284 -6.407  O2 1.220, O16 1.365, C50 1.499
34 C -8.737 -1.900 0.101  O10 1.477, C62 1.669, H67 1.194, H73 1.171
35 C 6.692 1.186 -1.962  O18 1.427, C29 1.506, H74 1.094, H122 1.095
36 C -3.952 0.324 -2.541  I1 2.233, C59 1.639, H102 1.170, H104 1.170
37 C 1.974 0.675 1.580  O5 1.365, O19 1.220, C52 1.499
38 C 1.364 5.138 8.327  C25 1.499, C39 1.508, H101 1.094, H119 1.092
39 C 1.996 5.516 7.012  C38 1.508, C58 1.506, H100 1.097, H116 1.093
40 C -1.239 2.198 -8.471  O16 1.427, C55 1.506, H114 1.095, H126 1.094
41 C 3.526 -4.542 0.904  O4 1.220, O7 1.365, C26 1.499
42 C -2.520 -2.046 -2.540  N23 1.512, C59 1.644, H93 1.194, H121 1.170
43 C -1.047 -1.570 0.973  N22 1.544, H86 1.193, H99 1.170, H113 1.194
44 C -3.975 -2.978 -0.476  N23 1.511, N24 1.516, C63 1.636
45 C 1.458 3.463 -4.436  C27 1.508, C53 1.506, H111 1.093, H127 1.097
46 C 3.090 1.887 3.239  C51 1.506, C52 1.508, H90 1.097, H118 1.093
47 C 3.480 1.550 6.953  O3 1.365, O15 1.220, C54 1.499
48 C -5.774 -4.403 0.968  N24 1.513, C31 1.639, H68 1.187, H109 1.189
49 C 3.471 -3.171 -0.991  C26 1.508, C61 1.506, H77 1.097, H105 1.093
50 C -2.236 0.375 -7.368  C33 1.499, C55 1.508, H92 1.094, H117 1.092
51 C 1.744 2.491 2.932  O5 1.427, C46 1.506, H87 1.095, H115 1.094
52 C 3.359 1.043 2.019  C37 1.499, C46 1.508, H75 1.094, H103 1.092
53 C 0.793 3.387 -3.087  O13 1.427, C45 1.506, H69 1.094, H82 1.095
54 C 4.448 0.415 7.100  C47 1.499, C60 1.508, H80 1.092, H123 1.094
55 C -1.604 0.753 -8.684  C40 1.506, C50 1.508, H72 1.093, H128 1.097
56 C -8.163 -1.261 -2.169  O10 1.492, O17 1.350, H95 1.181
57 C -5.412 -4.368 -1.770  O14 1.475, N21 1.543, N24 1.532
58 C 2.361 6.962 7.224  O12 1.427, C39 1.506, H96 1.094, H112 1.095
59 C -3.190 -0.830 -3.421  C36 1.639, C42 1.644, H76 1.194, H110 1.193
60 C 3.874 -0.341 8.272  C32 1.506, C54 1.508, H81 1.097, H94 1.093
61 C 2.495 -4.312 -1.112  O7 1.427, C49 1.506, H78 1.094, H85 1.095
62 C -7.321 -2.119 0.958  C31 1.653, C34 1.669, H79 1.170, H107 1.188
63 C -3.334 -2.310 0.873  N22 1.511, C44 1.636, H71 1.184, H88 1.194
64 C 3.037 3.353 -2.715  O8 1.220, O13 1.365, C27 1.499
65 B -6.696 -5.218 -3.663  O11 1.501, O14 1.476, O20 1.476
66 H 2.336 0.362 9.627  C32 1.094
67 H -9.551 -2.568 0.663  C34 1.194
68 H -5.076 -4.230 1.912  C48 1.187
69 H 0.007 4.140 -2.976  C53 1.094
70 H -8.120 -4.338 0.750  C31 1.189
71 H -2.793 -3.136 1.527  C63 1.184
72 H -2.260 0.597 -9.544  C55 1.093
73 H -9.097 -0.786 0.090  C34 1.171
74 H 6.554 1.749 -1.034  C35 1.094
75 H 3.845 1.617 1.226  C52 1.094
76 H -4.030 -1.336 -4.101  C59 1.194
77 H 2.949 -2.272 -0.642  C49 1.097
78 H 1.507 -3.971 -1.436  C61 1.094
79 H -6.384 -1.723 0.381  C62 1.170
80 H 4.473 -0.201 6.199  C54 1.092
81 H 3.130 -1.063 7.914  C60 1.097
82 H 0.367 2.398 -2.889  C53 1.095
83 H 7.709 0.412 -4.503  C30 1.094
84 H 3.591 3.434 -4.791  C27 1.092
85 H 2.846 -5.088 -1.801  C61 1.095
86 H -0.977 -2.030 2.072  C43 1.193
87 H 1.825 3.409 2.341  C51 1.095
88 H -4.257 -1.949 1.538  C63 1.194
89 H 3.874 1.251 9.752  C32 1.095
90 H 3.015 1.243 4.123  C46 1.097
91 H -8.557 -4.560 -3.341  O11 1.002
92 H -3.306 0.598 -7.351  C50 1.094
93 H -1.973 -2.753 -3.332  C42 1.194
94 H 4.623 -0.887 8.850  C60 1.093
95 H -8.899 -0.360 -2.375  C56 1.181
96 H 3.232 7.254 6.630  C58 1.094
97 H 5.230 -4.253 -0.332  C26 1.094
98 H -5.589 -6.779 -4.237  O20 1.012
99 H -0.242 -0.749 0.760  C43 1.170
100 H 2.905 4.922 6.857  C39 1.097
101 H 0.294 5.361 8.344  C38 1.094
102 H -3.158 0.976 -1.982  C36 1.170
103 H 3.943 0.153 2.268  C52 1.092
104 H -4.696 -0.146 -1.770  C36 1.170
105 H 3.969 -2.928 -1.933  C49 1.093
106 H -2.653 -0.368 1.405  N22 1.058
107 H -7.408 -1.462 1.943  C62 1.188
108 H 7.355 2.594 -3.492  C29 1.093
109 H -5.941 -5.579 0.917  C48 1.189
110 H -2.416 -0.367 -4.202  C59 1.193
111 H 0.934 2.892 -5.207  C45 1.093
112 H 1.531 7.639 6.995  C58 1.095
113 H -0.884 -2.506 0.250  C43 1.194
114 H -2.069 2.875 -8.700  C40 1.095
115 H 1.176 2.704 3.842  C51 1.094
116 H 1.340 5.360 6.151  C39 1.093
117 H -2.055 -0.674 -7.123  C50 1.092
118 H 3.863 2.636 3.432  C46 1.093
119 H 1.545 4.089 8.573  C38 1.092
120 H 9.346 0.738 -3.831  C30 1.092
121 H -1.688 -1.711 -1.789  C42 1.170
122 H 5.726 1.096 -2.469  C35 1.095
123 H 5.440 0.818 7.323  C54 1.094
124 H 8.539 2.239 -2.224  C29 1.097
125 H 4.803 -2.827 0.678  C26 1.092
126 H -0.368 2.491 -9.065  C40 1.094
127 H 1.509 4.508 -4.766  C45 1.097
128 H -0.695 0.159 -8.839  C55 1.097
129 H 2.909 1.867 -4.228  C27 1.094
130 H -7.432 -3.848 2.446  C31 1.187